C3H6N2S3 in the gas phase in a non-equilibrium geometry, computed with ωB97M-V/def2-TZVPD.

```
14
Properties=species:S:1:pos:R:3:forces:R:3:lowdin_charge:R:1
C 0.745 -1.480 -0.055 1.11 -2.25 -1.85 -0.16
C -0.723 -1.337 0.151 2.31 0.34 5.07 -0.33
C 1.204 0.442 1.190 -0.04 -0.69 -1.05 -0.61
N -0.963 0.034 0.231 0.17 2.21 -0.95 -0.49
N 1.667 -0.653 0.415 -3.30 -1.45 -0.33 -0.69
S 3.221 -0.938 -0.060 2.33 0.37 -0.19 0.50
S 1.850 1.944 0.810 0.27 1.18 0.05 0.80
S -2.065 0.619 1.271 -0.52 -1.91 0.90 0.81
H 1.174 -2.376 -0.663 -0.85 1.77 1.35 0.13
H -1.421 -1.847 -0.396 -1.21 -1.48 -2.17 0.09
H -0.839 -1.780 1.215 -0.19 -0.01 -0.92 0.13
H 0.541 0.279 2.026 0.35 0.04 0.04 0.06
H 2.352 1.677 -0.436 -0.27 -0.26 0.63 -0.10
H -1.998 1.779 0.755 -0.16 2.13 -0.59 -0.16
```
Positions in Å, forces in eV/Å.

HOMO (spin up / spin down)   -7.609 / -7.705 eV
Energy relative to the best compared isomer or geometry (same formula, charge and spin)   137.7 kcal per mole
Kohn-Sham gap (spin up / spin down)   6.60 / 7.01 eV
Molar mass   166.3 u

A molecular structure, C3H6N2S3 in a non-equilibrium geometry, computed with ωB97M-V/def2-TZVPD.

```
14
Properties=species:S:1:pos:R:3:forces:R:3:lowdin_charge:R:1
C 1.284 -1.658 0.748 0.87 -1.88 0.14 -0.44
C -0.258 0.078 -0.470 1.43 4.53 -1.76 -0.83
C -1.698 -0.208 -0.470 -1.48 -2.14 1.63 -1.28
H 0.183 -1.426 1.729 3.71 -0.94 -3.34 0.17
H 1.478 -2.957 0.348 -0.38 3.96 2.44 0.08
H 2.571 -1.025 1.177 -4.32 -2.03 -1.42 0.14
H 1.139 3.097 -0.637 1.03 -3.55 1.27 0.16
H 2.111 1.597 -0.689 1.07 -0.91 -1.04 0.03
H -3.860 0.781 0.583 2.83 0.35 -2.23 0.02
N 0.051 1.422 -0.344 0.99 -2.93 0.35 -0.09
N 1.350 2.048 -0.263 -4.85 2.17 -0.73 0.03
S 0.696 -1.239 -1.087 1.61 0.37 3.01 0.72
S -2.575 1.201 -0.259 -3.95 1.61 1.99 0.72
S -2.472 -1.710 -0.368 1.44 1.39 -0.31 0.57
```
Positions in Å, forces in eV/Å.

HOMO   -8.246 eV
Energy relative to the best compared isomer or geometry (same formula, charge and spin)   194.5 kcal per mole
Kohn-Sham gap   7.00 eV
Molar mass   166.3 u

C3H6N2S3 in the gas phase in a non-equilibrium geometry, computed with ωB97M-V/def2-TZVPD.

```
14
Properties=species:S:1:pos:R:3:forces:R:3:lowdin_charge:R:1
C -1.651 0.844 -0.766 -1.94 -0.99 5.10 -0.35
C -0.976 -0.279 -0.750 -1.01 0.66 1.03 -0.35
C 2.211 0.182 -0.407 -1.55 -1.65 1.15 -0.81
N -0.841 -1.182 0.304 -1.05 0.42 -1.61 -0.40
N 1.558 -0.402 0.740 1.68 0.14 0.18 -0.41
S -2.678 1.280 0.791 1.22 -0.70 -1.02 0.67
S 0.635 -1.839 0.449 1.35 0.04 0.69 0.90
S 3.449 1.222 -0.160 1.65 1.44 0.21 0.74
H -1.774 1.573 -1.457 -0.05 1.65 -2.31 0.01
H -0.450 -0.446 -1.602 1.72 -1.10 -2.23 0.07
H 1.772 0.035 -1.355 -0.35 -0.07 -0.85 0.02
H -1.468 -0.962 1.047 0.19 -0.49 0.80 0.02
H 2.257 -0.426 1.526 -1.38 -0.35 -0.73 0.07
H -2.045 0.401 1.641 -0.48 1.01 -0.41 -0.16
```
Positions in Å, forces in eV/Å.

HOMO (spin up / spin down)   -6.451 / -8.467 eV
Energy relative to the best compared isomer or geometry (same formula, charge and spin)   7.7 kcal per mole
⟨S²⟩   2.0054
Spin multiplicity   3
Kohn-Sham gap (spin up / spin down)   7.08 / 5.75 eV
Molar mass   166.3 u

A gas-phase ion, C3H6N3 (charge +1) in a non-equilibrium geometry, computed with ωB97M-V/def2-TZVPD.

```
12
Properties=species:S:1:pos:R:3:forces:R:3:lowdin_charge:R:1
H 0.980 0.131 -1.257 0.92 0.42 0.61 0.15
N 0.103 -0.127 -0.837 0.20 0.52 1.96 0.23
N -0.074 -0.065 0.409 4.17 1.11 -4.44 -0.19
C 0.901 0.374 1.420 2.93 3.38 -0.37 0.04
N -1.240 -0.458 0.885 -1.48 -0.25 4.40 0.08
C -1.963 -0.936 -0.001 -1.61 -1.13 -4.02 -0.04
C -1.736 -0.979 -1.346 -1.43 0.76 2.81 0.13
H 2.070 0.564 1.121 -3.15 -1.17 -0.07 0.17
H 0.654 1.429 1.781 -0.40 -1.36 -0.66 0.14
H 0.831 -0.238 2.272 -0.25 -1.06 0.83 0.08
H -1.270 -1.803 -1.807 0.09 -1.19 -0.69 0.09
H -2.221 -0.189 -1.907 0.01 -0.04 -0.37 0.12
```
Positions in Å, forces in eV/Å.

HOMO   -14.190 eV
Energy relative to the best compared isomer or geometry (same formula, charge and spin)   143.8 kcal per mole
SMILES string   [H]/N=[N+](\C)N=C=C
Total charge   +1
Kohn-Sham gap   7.57 eV
Molar mass   84.1 u

A gas-phase ion, C3H6N3 (charge +1) in a non-equilibrium geometry, computed with ωB97M-V/def2-TZVPD.

```
12
Properties=species:S:1:pos:R:3:forces:R:3:lowdin_charge:R:1
C -0.278 1.817 1.053 -0.21 -0.20 -1.97 -0.21
C -0.161 0.699 -0.877 0.85 0.59 -0.84 -0.23
C 0.202 -1.763 -0.680 0.46 -0.28 0.02 -0.02
N -0.377 1.814 -0.282 -0.59 3.07 -0.65 0.15
N -0.010 0.820 1.736 0.40 -3.63 -0.22 0.35
N 0.010 -0.397 -0.357 -0.60 -2.44 3.85 0.12
H -0.781 2.619 1.483 -0.50 1.92 1.10 0.15
H 0.044 0.573 -1.920 -0.33 0.93 -1.35 0.19
H -0.349 -2.385 0.018 -0.29 -0.03 0.03 0.10
H -0.214 -1.959 -1.706 0.72 0.13 0.73 0.14
H 1.267 -1.950 -0.506 -0.14 -0.45 -0.76 0.11
H 0.647 0.110 2.038 0.21 0.39 0.05 0.14
```
Positions in Å, forces in eV/Å.

HOMO (spin up / spin down)   -15.362 / -15.262 eV
Energy relative to the best compared isomer or geometry (same formula, charge and spin)   127.3 kcal per mole
Total charge   +1
Kohn-Sham gap (spin up / spin down)   7.11 / 6.95 eV
Molar mass   84.1 u

C3H6N4 in the gas phase in a non-equilibrium geometry, computed with ωB97M-V/def2-TZVPD.

```
13
Properties=species:S:1:pos:R:3:forces:R:3:lowdin_charge:R:1
H 3.098 -0.753 -1.306 -1.06 1.27 2.83 0.05
N 3.072 -0.563 -0.202 -4.50 2.16 0.71 -0.01
C 2.005 0.201 0.479 7.60 -4.44 -3.51 -0.28
N 1.090 1.035 0.006 1.44 0.47 -0.01 0.03
C -0.058 0.754 -0.351 -2.03 -1.92 0.19 -0.21
N -0.658 -0.595 -0.147 -1.11 -0.63 1.94 0.00
C -2.202 -0.647 0.009 2.17 0.56 -0.31 -0.29
N -2.942 0.369 0.063 0.80 2.83 1.11 0.03
H -2.489 1.421 0.260 -1.03 -3.88 -1.04 0.13
H 2.403 0.186 1.474 -0.80 0.49 0.85 0.08
H -0.479 1.646 -0.872 -1.12 -1.58 0.28 0.14
H -0.119 -1.389 0.556 -1.66 3.46 -2.77 0.21
H -2.719 -1.665 0.030 1.30 1.22 -0.26 0.12
```
Positions in Å, forces in eV/Å.

HOMO   -9.233 eV
Energy relative to the best compared isomer or geometry (same formula, charge and spin)   112.0 kcal per mole
SMILES string   [H]/N=C\N=C/N/C=N\[H]
Kohn-Sham gap   9.84 eV
Molar mass   98.1 u

Q: Which of these has the highest energy relative to the best compared isomer or geometry (same formula, charge and spin)?
A: number 2

Q: What is the energy relative to the best compared isomer or geometry (same formula, charge and spin) in the sixth record?
A: 112.0 kcal per mole